FHIPS | the ωB97M-V functional and the def2-TZVPD basis

Bonds (Å) are listed after each position.
Geometry (Å):
1 F 1.59 -0.21 -1.54  H5 0.945
2 I -1.86 -1.04 -0.14  P4 2.495
3 S -0.42 1.68 1.69  P4 1.913
4 P 0.00 -0.14 1.26  I2 2.495, S3 1.913
5 H 0.69 -0.29 -1.26  F1 0.945

Energy: -1137.714603 a.u.
Charge: 0
SMILES string: S=PI.F
Energy above the lowest of the compared OMol25 structures with the same formula, charge and spin: 79.2 kJ/mol
2S+1: 1